1.
A structure of composition C54H120F8N10NaO16S8 at a distorted geometry. Source: the OMol25 dataset; level of theory: the ωB97M-V functional and the def2-TZVPD basis.

total charge: +3
frontier orbital gap: 0.246 Eh
LUMO energy: -5.11 eV
2S+1: 1

Element x y z (Å)
Na  -8.166  -5.856  10.295
C  0.980  -14.074  15.494
C  -0.175  -13.446  14.669
C  -0.049  -11.915  14.736
N  -0.773  -11.186  13.520
C  0.124  -11.167  12.229
C  1.382  -10.259  12.590
C  1.033  -8.816  13.001
C  0.113  -8.950  14.241
C  -1.150  -9.785  13.865
C  -2.113  -11.901  13.254
H  1.111  -13.706  16.512
H  1.918  -13.850  14.986
H  0.796  -15.145  15.412
H  -1.118  -13.939  14.908
H  0.116  -13.721  13.656
H  1.010  -11.658  14.744
H  -0.630  -11.557  15.587
H  0.436  -12.185  11.994
H  -0.412  -10.726  11.389
H  2.066  -10.747  13.285
H  1.960  -10.166  11.671
H  2.006  -8.421  13.295
H  0.693  -8.141  12.216
H  0.720  -9.266  15.089
H  -0.292  -7.975  14.514
H  -1.907  -9.764  14.649
H  -1.756  -9.376  13.056
H  -1.932  -12.934  12.957
H  -2.580  -11.380  12.418
H  -2.767  -11.871  14.125
C  -11.924  -16.328  13.182
C  -12.404  -17.572  12.473
C  -12.247  -18.738  13.473
N  -12.741  -20.110  13.070
C  -12.734  -20.988  14.360
C  -13.343  -22.377  14.034
C  -12.641  -23.071  12.901
C  -12.390  -22.161  11.643
C  -11.842  -20.803  11.993
C  -14.187  -20.059  12.712
H  -12.145  -15.435  12.597
H  -10.869  -16.361  13.452
H  -12.449  -16.433  14.131
H  -11.661  -17.767  11.699
H  -13.424  -17.514  12.094
H  -12.573  -18.446  14.472
H  -11.210  -18.925  13.749
H  -11.665  -21.091  14.548
H  -13.255  -20.480  15.172
H  -13.136  -22.953  14.936
H  -14.429  -22.374  13.946
H  -11.745  -23.574  13.263
H  -13.275  -23.889  12.560
H  -11.754  -22.650  10.905
H  -13.342  -22.025  11.130
H  -10.892  -20.901  12.520
H  -11.572  -20.203  11.124
H  -14.733  -19.590  13.530
H  -14.608  -20.994  12.341
H  -14.296  -19.433  11.826
C  -12.711  -11.266  24.349
C  -12.721  -10.853  22.917
C  -11.412  -11.237  22.176
N  -11.450  -10.912  20.639
C  -10.240  -11.466  19.868
C  -10.373  -12.993  19.698
C  -11.653  -13.382  19.072
C  -12.909  -12.747  19.706
C  -12.801  -11.214  19.884
C  -11.311  -9.352  20.516
H  -11.981  -10.706  24.935
H  -12.419  -12.308  24.480
H  -13.562  -10.971  24.964
H  -13.162  -9.877  22.713
H  -13.483  -11.479  22.453
H  -11.222  -12.305  22.281
H  -10.601  -10.706  22.674
H  -9.289  -11.175  20.313
H  -10.239  -11.006  18.880
H  -10.314  -13.505  20.659
H  -9.543  -13.316  19.070
H  -11.650  -14.466  19.184
H  -11.640  -13.165  18.004
H  -13.108  -13.209  20.673
H  -13.758  -13.096  19.118
H  -13.707  -10.883  20.392
H  -12.704  -10.711  18.923
H  -12.178  -8.772  20.832
H  -11.077  -9.061  19.492
H  -10.415  -9.091  21.079
C  -16.557  -5.624  5.405
C  -16.227  -7.126  5.257
C  -16.372  -7.790  6.669
N  -16.245  -9.329  6.588
C  -14.776  -9.764  6.144
C  -14.638  -11.280  6.286
C  -14.859  -11.736  7.739
C  -16.288  -11.344  8.201
C  -16.574  -9.827  8.024
C  -17.378  -9.844  5.683
H  -15.889  -5.116  6.101
H  -17.567  -5.377  5.733
H  -16.586  -5.101  4.450
H  -15.217  -7.142  4.846
H  -16.864  -7.531  4.471
H  -17.382  -7.519  6.976
H  -15.607  -7.442  7.363
H  -14.050  -9.153  6.680
H  -14.784  -9.452  5.099
H  -13.632  -11.593  6.005
H  -15.305  -11.736  5.554
H  -14.085  -11.279  8.356
H  -14.671  -12.802  7.871
H  -16.205  -11.370  9.288
H  -17.140  -11.966  7.924
H  -15.924  -9.270  8.700
H  -17.565  -9.597  8.416
H  -18.320  -9.473  6.086
H  -17.438  -10.916  5.868
H  -17.088  -9.604  4.660
C  -6.875  -15.091  10.171
C  -7.169  -15.073  8.667
C  -6.325  -14.058  7.952
N  -6.373  -14.191  6.379
C  -6.314  -15.675  5.903
C  -4.965  -16.301  6.330
C  -3.798  -15.601  5.544
C  -3.808  -14.054  5.824
C  -5.225  -13.500  5.607
C  -7.686  -13.536  5.876
H  -5.794  -15.209  10.254
H  -7.371  -15.875  10.743
H  -7.081  -14.146  10.675
H  -8.213  -14.809  8.501
H  -7.020  -16.138  8.490
H  -5.294  -13.991  8.299
H  -6.584  -13.005  8.069
H  -7.197  -16.219  6.237
H  -6.412  -15.692  4.818
H  -4.747  -16.213  7.394
H  -5.073  -17.363  6.108
H  -2.872  -16.062  5.886
H  -3.936  -15.803  4.481
H  -3.508  -13.687  6.806
H  -3.130  -13.576  5.117
H  -5.268  -12.443  5.869
H  -5.474  -13.646  4.556
H  -7.724  -13.618  4.790
H  -7.769  -12.483  6.146
H  -8.340  -14.167  6.479
C  -14.561  -4.698  12.385
C  -13.235  -4.657  13.253
C  -13.455  -4.272  14.731
N  -12.177  -4.009  15.555
C  -12.540  -4.079  17.086
C  -11.499  -3.374  17.994
C  -11.128  -1.899  17.445
C  -10.593  -2.037  15.976
C  -11.635  -2.654  15.023
C  -11.153  -5.143  15.308
H  -14.475  -4.083  11.490
H  -15.406  -4.300  12.946
H  -14.854  -5.723  12.156
H  -12.570  -3.932  12.781
H  -12.689  -5.587  13.092
H  -14.073  -4.923  15.350
H  -13.990  -3.328  14.834
H  -13.467  -3.507  17.058
H  -12.749  -5.124  17.315
H  -11.791  -3.376  19.044
H  -10.590  -3.960  18.134
H  -11.951  -1.212  17.644
H  -10.319  -1.496  18.055
H  -10.341  -1.039  15.617
H  -9.677  -2.628  15.991
H  -12.523  -2.066  14.789
H  -11.164  -2.713  14.042
H  -10.403  -5.021  16.089
H  -10.703  -5.063  14.318
H  -11.722  -6.071  15.244
N  -5.854  -3.338  11.025
S  -6.346  -1.678  11.338
O  -5.328  -0.675  11.782
O  -7.714  -1.506  11.870
F  -6.475  -1.115  9.866
S  -5.211  -3.491  12.370
O  -6.075  -3.361  13.514
O  -3.804  -3.159  12.502
F  -5.155  -5.063  12.336
N  -5.525  -9.120  19.850
S  -5.136  -9.956  18.642
O  -3.701  -10.131  18.470
O  -5.982  -10.045  17.469
F  -5.425  -11.374  19.394
S  -5.638  -7.676  18.893
O  -7.009  -7.263  18.600
O  -4.522  -7.322  18.045
F  -5.332  -6.674  20.089
N  -9.714  -4.641  7.257
S  -10.451  -5.434  6.104
O  -9.896  -5.364  4.762
O  -11.909  -5.662  6.267
F  -9.921  -6.914  6.550
S  -10.957  -3.338  7.196
O  -11.765  -3.167  8.387
O  -11.567  -2.865  5.963
F  -9.983  -2.128  7.351
N  -9.417  -8.666  11.887
S  -10.295  -9.818  11.326
O  -11.448  -10.276  12.059
O  -9.718  -10.808  10.382
F  -11.056  -8.904  10.294
S  -8.529  -9.716  12.913
O  -7.424  -10.417  12.301
O  -9.178  -10.267  14.094
F  -7.669  -8.511  13.523

***

2.
A cluster of 10 separate species, C54H120F8N10O16S8 in total at a distorted geometry. Source: the OMol25 dataset; level of theory: the ωB97M-V functional and the def2-TZVPD basis.

total charge: +2
frontier orbital gap: 0.230 Eh
LUMO energy: -3.23 eV
2S+1: 1

Element x y z (Å)
C  9.820  -4.105  -2.220
C  10.325  -3.411  -3.468
C  9.336  -3.652  -4.679
N  9.819  -3.084  -6.019
C  8.570  -2.964  -6.923
C  8.814  -2.893  -8.464
C  9.891  -3.787  -9.148
C  11.087  -3.646  -8.128
C  10.730  -4.112  -6.715
C  10.361  -1.648  -5.825
H  10.135  -5.142  -2.340
H  8.782  -4.112  -1.888
H  10.353  -3.760  -1.334
H  11.378  -3.677  -3.557
H  10.252  -2.368  -3.161
H  8.481  -3.072  -4.332
H  8.995  -4.687  -4.682
H  8.033  -3.913  -6.919
H  7.944  -2.181  -6.495
H  7.883  -2.992  -9.023
H  8.933  -1.847  -8.745
H  9.592  -4.833  -9.220
H  9.991  -3.396  -10.161
H  11.877  -4.298  -8.499
H  11.564  -2.666  -8.093
H  10.252  -5.092  -6.707
H  11.599  -4.093  -6.058
H  9.717  -1.051  -5.179
H  10.609  -1.162  -6.768
H  11.326  -1.812  -5.345
C  1.613  12.731  -0.896
C  1.962  11.237  -0.861
C  0.634  10.443  -0.593
N  0.729  8.894  -0.696
C  1.679  8.390  0.411
C  1.098  8.651  1.803
C  -0.304  8.052  1.924
C  -1.297  8.573  0.957
C  -0.715  8.301  -0.437
C  1.373  8.272  -1.977
H  1.120  13.086  0.010
H  0.989  12.821  -1.785
H  2.473  13.352  -1.146
H  2.755  10.960  -0.167
H  2.351  11.017  -1.855
H  -0.156  10.630  -1.320
H  0.197  10.670  0.380
H  2.658  8.842  0.250
H  1.942  7.340  0.277
H  1.214  9.702  2.065
H  1.868  8.238  2.455
H  -0.613  8.155  2.965
H  -0.254  6.978  1.747
H  -1.487  9.619  1.202
H  -2.229  8.014  1.036
H  -1.408  8.625  -1.214
H  -0.624  7.215  -0.461
H  0.791  8.504  -2.869
H  1.470  7.201  -1.804
H  2.324  8.794  -2.090
C  -4.922  -12.488  -0.369
C  -5.232  -11.029  -0.040
C  -5.184  -10.086  -1.272
N  -5.468  -8.566  -0.981
C  -5.058  -7.689  -2.226
C  -6.042  -7.920  -3.405
C  -7.439  -7.720  -2.972
C  -7.925  -8.616  -1.860
C  -6.964  -8.491  -0.600
C  -4.542  -8.055  0.213
H  -3.854  -12.446  -0.583
H  -5.481  -12.958  -1.179
H  -5.014  -13.208  0.444
H  -4.434  -10.771  0.656
H  -6.225  -11.067  0.407
H  -6.014  -10.352  -1.926
H  -4.267  -10.121  -1.861
H  -4.016  -7.941  -2.427
H  -5.115  -6.641  -1.931
H  -5.936  -8.923  -3.818
H  -5.830  -7.363  -4.317
H  -8.077  -7.787  -3.854
H  -7.551  -6.673  -2.687
H  -8.123  -9.638  -2.184
H  -8.907  -8.229  -1.585
H  -7.180  -9.167  0.227
H  -7.185  -7.500  -0.205
H  -3.530  -7.946  -0.176
H  -4.596  -8.812  0.996
H  -4.966  -7.093  0.499
C  -8.565  -2.523  10.042
C  -7.400  -1.664  10.343
C  -6.194  -2.600  10.643
N  -4.789  -1.924  10.625
C  -4.330  -1.451  9.293
C  -4.082  -2.562  8.217
C  -2.998  -3.563  8.691
C  -3.325  -4.102  10.105
C  -3.694  -2.926  11.096
C  -4.680  -0.736  11.584
H  -9.487  -1.988  10.269
H  -8.716  -3.377  10.702
H  -8.514  -2.936  9.034
H  -7.610  -1.061  11.226
H  -7.095  -0.918  9.609
H  -5.986  -3.463  10.010
H  -6.283  -3.031  11.640
H  -5.110  -0.748  9.003
H  -3.409  -0.869  9.326
H  -4.991  -3.140  8.054
H  -3.911  -2.148  7.223
H  -2.836  -4.430  8.050
H  -2.053  -3.023  8.743
H  -4.131  -4.824  9.973
H  -2.527  -4.738  10.489
H  -3.839  -3.302  12.109
H  -2.795  -2.327  11.247
H  -3.626  -0.462  11.569
H  -4.914  -1.132  12.572
H  -5.286  0.124  11.296
C  3.129  3.936  7.415
C  4.129  2.972  6.714
C  5.576  3.269  7.129
N  6.690  2.557  6.319
C  8.139  3.073  6.675
C  8.341  4.440  5.931
C  8.151  4.301  4.357
C  6.776  3.754  3.978
C  6.472  2.431  4.741
C  6.818  1.077  6.813
H  3.218  3.816  8.495
H  2.112  3.684  7.113
H  3.367  4.991  7.284
H  3.890  3.115  5.660
H  3.901  1.944  6.996
H  5.622  3.020  8.189
H  5.742  4.337  6.986
H  8.342  3.029  7.745
H  8.888  2.360  6.331
H  7.656  5.234  6.228
H  9.372  4.726  6.141
H  8.329  5.315  3.996
H  8.940  3.682  3.931
H  5.989  4.452  4.263
H  6.751  3.606  2.898
H  5.480  2.033  4.526
H  7.242  1.768  4.345
H  5.838  0.613  6.698
H  6.979  1.111  7.891
H  7.640  0.600  6.279
C  -8.140  -0.261  -7.430
C  -6.954  0.385  -6.621
C  -7.395  1.671  -5.886
N  -6.189  2.278  -5.098
C  -5.117  3.006  -5.930
C  -5.835  4.072  -6.803
C  -6.592  5.082  -5.910
C  -7.600  4.432  -4.968
C  -6.895  3.294  -4.132
C  -5.525  1.245  -4.203
H  -7.717  -1.018  -8.090
H  -8.659  0.406  -8.118
H  -8.920  -0.581  -6.739
H  -6.170  0.589  -7.350
H  -6.474  -0.308  -5.929
H  -8.147  1.486  -5.119
H  -7.856  2.311  -6.638
H  -4.683  2.194  -6.514
H  -4.251  3.370  -5.377
H  -6.474  3.795  -7.642
H  -5.050  4.593  -7.351
H  -7.102  5.824  -6.525
H  -5.834  5.665  -5.387
H  -8.479  4.005  -5.451
H  -7.931  5.170  -4.237
H  -7.573  2.808  -3.431
H  -6.069  3.745  -3.581
H  -4.888  0.685  -4.888
H  -6.249  0.685  -3.611
H  -4.882  1.784  -3.507
N  1.326  1.016  -0.706
S  0.572  -0.083  0.360
O  1.224  -0.226  1.615
O  -0.189  -1.204  -0.159
F  -0.661  0.876  0.746
S  2.237  0.038  -1.321
O  1.708  -0.559  -2.572
O  3.090  -0.800  -0.484
F  3.276  1.145  -1.767
N  11.296  8.297  -3.635
S  9.757  7.749  -2.999
O  8.986  8.572  -2.057
O  9.545  6.290  -2.973
F  8.925  8.120  -4.361
S  12.151  7.625  -2.575
O  12.386  6.238  -2.860
O  12.129  8.078  -1.190
F  13.633  8.088  -2.991
N  -9.813  -0.120  1.394
S  -8.841  -0.487  2.431
O  -7.936  -1.596  2.202
O  -9.181  -0.253  3.818
F  -7.910  0.786  2.211
S  -11.001  -1.342  1.631
O  -12.250  -0.962  2.233
O  -10.585  -2.713  1.877
F  -11.466  -1.369  0.086
N  0.241  -6.829  -9.570
S  0.230  -6.478  -8.101
O  1.009  -7.265  -7.151
O  -1.035  -5.996  -7.618
F  1.019  -5.078  -8.276
S  -0.860  -8.116  -9.312
O  -2.242  -7.777  -9.624
O  -0.587  -9.122  -8.280
F  -0.395  -8.911  -10.606